The following is a quantum chemistry calculation of C15H21N3O2S2 in the gas phase, from the OMol25 dataset.

Last column: Mulliken charge in e.
Atoms and positions in Å:
S (0.241, -2.730, -0.873)  -0.16
S (-4.220, 1.438, -0.106)  -0.20
O (-4.178, -1.556, 1.017)  -0.71
O (1.324, 0.467, -2.712)  -0.69
N (-0.920, -0.403, -1.094)  0.00
N (2.060, 0.105, -0.620)  0.36
N (-2.139, -2.018, 0.098)  0.03
C (1.497, 0.419, 2.519)  -1.04
C (2.360, 1.529, -0.543)  -0.70
C (-3.266, 2.435, -1.335)  -0.64
C (2.416, 2.112, 0.864)  -0.82
C (-2.197, -3.368, 0.609)  -1.26
C (1.237, 1.714, 1.753)  -0.24
C (-3.053, 0.144, -0.212)  0.48
C (2.479, -0.757, 0.461)  -1.24
C (1.269, -1.786, -2.036)  -1.10
C (1.478, -0.813, 1.622)  0.09
C (-1.845, 1.883, -1.388)  -0.29
C (1.518, -0.300, -1.787)  0.73
C (-1.067, -1.597, -0.613)  -0.05
C (-1.918, 0.471, -0.899)  -0.16
C (-3.236, -1.159, 0.365)  0.48
H (0.786, -1.850, -3.012)  0.49
H (-2.134, -4.086, -0.210)  0.40
H (-3.310, 3.475, -1.023)  0.42
H (3.348, 1.834, 1.359)  0.39
H (2.216, -2.328, -2.074)  0.48
H (1.053, 2.511, 2.477)  0.39
H (-3.150, -3.474, 1.127)  0.39
H (-1.374, -3.546, 1.302)  0.36
H (-1.424, 1.919, -2.392)  0.35
H (2.626, -1.767, 0.075)  0.50
H (0.729, 0.296, 3.286)  0.42
H (-1.179, 2.447, -0.728)  0.05
H (1.701, -1.697, 2.223)  0.40
H (0.474, -0.931, 1.216)  -0.14
H (-3.778, 2.325, -2.291)  0.32
H (2.433, 3.198, 0.745)  0.40
H (1.582, 2.033, -1.123)  0.46
H (3.316, 1.719, -1.050)  0.25
H (2.461, 0.490, 3.029)  0.37
H (3.446, -0.402, 0.828)  0.48
H (0.337, 1.603, 1.145)  -0.06

Properties
Gap between HOMO and LUMO: 0.299 hartree
E_HOMO: -0.282 Eh
Molecular weight: 339.5 g/mol

***

The following is a quantum chemistry calculation of a molecular structure, C15H21O6V at a distorted geometry, from the OMol25 dataset.

Last column: Löwdin spin population.
Atoms and positions in Å:
V (0.301, 0.751, 0.409)  1.94
O (-2.224, -0.414, -0.522)  0.00
O (-0.802, 1.201, -0.856)  -0.04
O (1.480, 1.291, 2.100)  0.02
O (-1.085, 0.907, 1.934)  0.00
O (0.146, -1.182, 0.899)  0.03
O (2.185, 0.187, -0.098)  0.01
C (2.080, -1.257, -0.386)  0.01
C (1.339, -1.972, 0.786)  0.00
C (-1.061, 0.716, -4.924)  0.00
C (-2.021, 0.394, -2.823)  0.00
C (-1.817, 0.393, -1.331)  0.01
C (2.846, 0.807, 2.183)  0.00
C (-1.635, -0.352, 2.359)  0.00
C (-2.833, -0.899, -4.637)  0.00
C (-1.968, -0.196, -5.465)  0.00
C (-0.618, 1.857, 2.973)  0.00
C (-0.750, -1.558, 1.955)  0.00
C (3.261, 0.687, 0.733)  0.00
C (0.817, 1.365, 3.376)  0.00
C (-2.902, -0.599, -3.292)  0.00
C (-1.141, 1.101, -3.606)  0.00
H (3.498, 1.476, 2.691)  0.00
H (-3.505, -1.127, -2.527)  0.00
H (4.168, 0.108, 0.660)  0.00
H (-1.324, 1.824, 3.810)  0.00
H (1.852, -1.810, 1.772)  0.00
H (-0.280, 1.080, -5.567)  0.00
H (-0.138, -1.844, 2.833)  0.00
H (-2.557, -0.420, 1.893)  0.00
H (1.274, 2.069, 4.055)  0.00
H (-3.385, -1.749, -4.991)  0.00
H (-0.429, 1.814, -3.238)  0.00
H (-0.644, 2.847, 2.535)  0.00
H (-1.822, -0.383, 3.425)  0.00
H (0.784, 0.381, 3.821)  0.00
H (-1.377, -2.361, 1.615)  0.00
H (3.536, 1.657, 0.372)  0.00
H (2.925, -0.147, 2.762)  0.00
H (1.103, -3.044, 0.620)  0.00
H (3.049, -1.681, -0.503)  0.00
H (-1.834, -0.569, -6.467)  0.00
H (1.507, -1.349, -1.339)  0.00

Properties
Gap between HOMO and LUMO (spin up / spin down): 0.254 / 0.280 hartree
E_HOMO (spin up / spin down): -0.533 / -0.533 Eh
2S+1: 3
Net charge: +2
Molecular weight: 348.3 g/mol

***

The following is a quantum chemistry calculation of 3 unconnected molecules or ions with the total composition C15H22BF2N2O14S2 at a distorted geometry, from the OMol25 dataset.

Last column: Mulliken charge in e.
Atoms and positions in Å:
S (0.886, 0.058, -1.966)  1.45
S (1.497, 0.463, 2.540)  -0.20
F (3.269, 2.533, 1.163)  -0.37
F (0.454, 1.241, -2.980)  -0.29
O (-2.576, -2.033, 2.907)  -0.32
O (-0.232, -0.828, -1.900)  -0.61
O (-4.497, 2.373, -2.155)  -0.54
O (-0.959, -2.263, 4.437)  -0.31
O (6.108, -0.218, 0.707)  -0.55
O (6.204, 1.843, 1.523)  -0.51
O (-1.745, -0.207, 3.939)  -0.52
O (2.051, -0.529, -2.518)  -0.73
O (2.209, 1.798, -0.720)  -0.51
O (1.245, -1.334, 0.535)  -0.02
O (-4.459, 1.129, -4.042)  -0.40
O (-2.579, 1.413, -2.858)  -0.15
O (1.909, -3.025, 1.631)  -0.28
O (3.125, 0.130, 0.652)  -0.55
N (-0.201, 3.892, -0.659)  -0.92
N (2.222, -2.341, 0.740)  0.11
C (-3.369, 0.695, -4.870)  0.65
C (5.788, 1.143, 0.678)  0.45
C (-3.903, 1.708, -2.939)  0.51
C (-0.130, 3.073, 0.288)  0.55
C (-3.760, -0.480, -5.733)  -1.48
C (-0.164, 1.564, -0.004)  -0.29
C (4.879, 1.650, -0.415)  -0.54
C (-1.492, -3.572, 4.192)  0.49
C (1.777, -0.037, 0.810)  0.70
C (-2.318, 0.396, -3.837)  -0.57
C (-2.103, -3.384, 2.829)  -0.38
C (-0.420, -4.632, 4.267)  -1.32
C (-1.762, -1.384, 3.780)  0.68
C (1.225, 0.949, -0.342)  0.32
C (-0.057, 3.591, 1.703)  -1.13
B (3.355, 1.492, 0.155)  0.68
H (-2.259, -3.763, 4.950)  0.27
H (-0.273, 3.367, -1.534)  0.33
H (-2.443, -0.577, -3.359)  0.22
H (5.388, -0.620, 1.219)  0.32
H (0.763, 3.139, 2.261)  0.24
H (-2.922, -4.072, 2.629)  0.31
H (-4.677, -0.262, -6.282)  0.37
H (-1.004, 3.317, 2.190)  0.29
H (-2.969, -0.713, -6.446)  0.37
H (-0.860, -5.628, 4.209)  0.39
H (-1.374, -3.444, 2.017)  0.22
H (-1.308, 0.477, -4.222)  0.30
H (-0.887, 1.420, -0.813)  0.14
H (-3.954, -1.366, -5.126)  0.36
H (0.136, -4.546, 5.201)  0.36
H (0.014, 4.678, 1.656)  0.36
H (-0.603, 1.037, 0.854)  0.19
H (0.301, -4.520, 3.455)  0.23
H (-3.079, 1.540, -5.503)  0.27
H (5.099, 2.717, -0.481)  0.18
H (0.380, -0.188, 2.951)  -0.13
H (5.057, 1.136, -1.365)  0.33

Properties
Gap between HOMO and LUMO: 0.322 hartree
E_HOMO: -0.248 Eh
Net charge: -1
Molecular weight: 567.3 g/mol

***

The following is a quantum chemistry calculation of a molecular structure, C15H22BN7O2Tc, from the OMol25 dataset.

Last column: Löwdin spin population.
Atoms and positions in Å:
Tc (-0.033, 0.001, 1.782)  0.83
O (0.594, 1.096, 3.404)  0.00
O (0.648, -0.969, 3.485)  0.01
N (-0.848, -1.393, 0.604)  0.03
N (0.754, 0.092, 4.166)  0.02
N (-0.772, 1.241, -0.767)  0.00
N (1.386, 0.004, -0.638)  0.00
N (1.517, -0.002, 0.745)  -0.06
N (-0.765, -1.249, -0.755)  0.00
N (-0.856, 1.380, 0.592)  0.06
C (3.430, 0.000, 2.416)  0.00
C (2.833, 0.019, -2.640)  0.00
C (-1.542, 2.522, 0.858)  0.02
C (-1.482, 2.430, -2.826)  0.01
C (3.561, 0.015, -0.140)  -0.01
C (-1.433, -2.460, -2.818)  0.01
C (-1.884, 3.110, -0.344)  0.02
C (-1.353, -2.299, -1.343)  0.03
C (-1.388, 2.276, -1.352)  0.05
C (2.594, 0.011, -1.180)  -0.03
C (2.888, 0.001, 1.039)  0.00
C (-1.509, -2.549, 0.865)  0.01
C (-1.834, -3.145, -0.340)  0.01
C (-1.800, -3.007, 2.249)  0.00
C (-1.805, 2.991, 2.244)  0.00
B (-0.038, -0.004, -1.292)  0.00
H (-0.436, -2.531, -3.254)  0.00
H (-2.047, 1.607, -3.265)  0.00
H (-2.877, -3.057, 2.409)  0.00
H (2.399, -0.869, -3.100)  0.00
H (-2.431, 4.025, -0.484)  0.00
H (3.900, 0.036, -2.844)  0.00
H (-2.357, -4.074, -0.483)  0.00
H (-1.397, -4.007, 2.409)  0.00
H (-1.813, 2.178, 2.972)  0.00
H (2.371, 0.894, -3.098)  0.00
H (-2.773, 3.486, 2.292)  0.00
H (-1.371, -2.353, 3.009)  0.00
H (0.048, -0.013, -2.474)  0.00
H (-0.492, 2.445, -3.281)  0.00
H (4.630, 0.024, -0.271)  0.00
H (-1.987, 3.361, -3.070)  0.00
H (-1.945, -1.613, -3.274)  0.00
H (-1.979, -3.366, -3.062)  0.00
H (-1.044, 3.709, 2.554)  0.00
H (4.515, -0.022, 2.370)  0.00
H (3.093, -0.874, 2.975)  0.00
H (3.130, 0.900, 2.955)  0.00

Properties
Gap between HOMO and LUMO (spin up / spin down): 0.220 / 0.235 hartree
E_HOMO (spin up / spin down): -0.584 / -0.581 Eh
2S+1: 2
Net charge: +2
Molecular weight: 441.2 g/mol

***

The following is a quantum chemistry calculation of C15H22BrN5O5S in the gas phase, from the OMol25 dataset.

Last column: Mulliken charge in e.
Atoms and positions in Å:
Br (1.859, 0.429, 8.658)  -0.19
S (0.432, -0.302, 3.314)  1.46
O (-0.139, -2.363, -4.821)  -0.66
O (-1.347, 1.337, 0.777)  -0.77
O (1.118, -0.036, 2.066)  -0.68
O (0.348, -1.668, 3.729)  -0.76
O (-1.004, -0.309, -5.240)  -0.40
N (2.212, 2.728, 5.275)  -0.67
N (-1.110, 0.344, 3.312)  -0.24
N (1.627, 2.492, 3.067)  -0.28
N (0.056, -0.682, -3.315)  0.24
N (-0.434, -0.152, -0.633)  0.42
C (-1.136, 0.172, 0.470)  0.67
C (-2.104, -0.514, 2.686)  -1.17
C (1.689, 1.970, 4.305)  0.22
C (0.694, -1.511, -2.320)  -1.37
C (-0.282, -0.676, -7.542)  -1.12
C (-1.418, -0.751, -6.532)  -0.26
C (1.182, 0.686, 4.590)  0.05
C (-0.117, -1.512, -1.025)  -0.33
C (-0.308, 0.667, -2.922)  -0.40
C (-1.665, -0.990, 1.295)  -0.68
C (2.246, 2.273, 6.509)  -0.08
C (0.097, 0.902, -1.471)  -1.17
C (1.768, 1.019, 6.863)  -0.32
C (-0.346, -1.220, -4.490)  0.62
C (1.223, 0.205, 5.877)  -0.37
H (2.679, 2.935, 7.246)  0.41
H (1.711, -1.152, -2.131)  0.33
H (1.186, 0.945, -1.371)  0.30
H (0.187, 1.393, -3.575)  0.34
H (-0.650, -0.959, -8.525)  0.39
H (-1.786, -1.779, -6.456)  0.33
H (1.456, 1.856, 2.299)  0.14
H (0.467, -2.006, -0.240)  0.33
H (-0.322, 1.844, -1.110)  0.46
H (0.512, -1.360, -7.253)  0.31
H (-1.088, 1.230, 2.815)  0.39
H (0.841, -0.783, 6.084)  0.56
H (-2.242, -1.376, 3.340)  0.36
H (0.752, -2.522, -2.728)  0.47
H (-1.045, -2.075, -1.179)  0.40
H (2.125, 3.352, 2.907)  0.28
H (-1.390, 0.797, -3.034)  0.36
H (-2.504, -1.455, 0.774)  0.57
H (-0.877, -1.732, 1.423)  0.46
H (-3.034, 0.056, 2.628)  0.47
H (0.117, 0.334, -7.588)  0.29
H (-2.235, -0.081, -6.807)  0.31

Properties
Gap between HOMO and LUMO: 0.329 hartree
E_HOMO: -0.315 Eh
Molecular weight: 464.3 g/mol